Computed, not measured: a cluster of 6 separate species, C29H59BBrO13 in total at a distorted geometry, with the ωB97M-V functional and the def2-TZVPD basis.

```
103
Properties=species:S:1:pos:R:3:forces:R:3
Br -0.615839 2.455056 -2.668556 -0.08 0.09 0.00
O -11.918241 2.901908 2.818674 0.11 -0.13 0.22
O -5.526363 -0.294198 1.655157 0.13 0.22 0.04
O 14.069088 1.470831 -2.204825 0.12 0.01 -0.08
O 6.037632 -1.002424 -0.854440 0.18 0.14 0.23
O -7.680440 0.117140 1.554130 -0.01 0.20 -0.21
O 12.768882 -0.264671 -1.882970 0.20 -0.25 -0.06
O 7.772862 -1.779408 -1.939924 -0.12 -0.11 -0.03
O -1.819701 -1.774728 -0.932048 -0.32 0.48 0.09
O -3.350591 0.049392 -1.312801 0.51 0.06 0.16
O 12.554775 -2.696670 2.147317 0.14 0.21 -0.24
O -12.485763 1.106531 1.698214 -0.06 -0.17 0.06
O 0.512119 -0.021638 -2.167313 -1.46 1.76 0.53
O 10.937552 -1.396145 2.846489 -0.04 0.17 -0.09
C -5.876875 -0.117244 -3.265338 0.15 -0.09 0.03
C 13.173400 0.973993 -1.575540 -0.24 0.20 0.07
C 4.826964 -0.229501 -0.802962 -0.33 0.01 -0.02
C 3.597446 -1.073490 -1.049981 0.08 -0.12 -0.04
C -6.895975 -2.056947 2.446963 -0.14 -0.19 -0.36
C -9.661101 -0.256828 2.927551 0.07 -0.07 0.15
C -12.174870 2.263401 1.661691 -0.10 0.19 -0.24
C 10.401042 -0.692660 -1.406326 0.38 0.30 -0.01
C -12.137924 3.035617 0.362303 0.41 -0.02 -0.03
C 6.684878 -1.267592 -1.994572 -0.21 -0.16 -0.21
C -9.036613 -0.322963 1.550576 -0.13 -0.06 0.10
C 13.633248 -3.600862 2.387471 0.06 -0.24 0.05
C -11.351704 4.213056 2.877372 0.00 0.23 -0.03
C -5.574567 3.014179 -0.940457 -0.25 -0.55 0.40
C 11.696445 -2.285902 3.101677 -0.13 -0.24 0.19
C -12.409799 5.291677 2.771553 -0.12 -0.07 -0.07
C -6.632874 -0.696736 1.838899 -0.06 -0.23 0.18
C -0.929120 0.570184 -0.359883 0.30 1.13 -0.22
C -5.269908 1.533100 -1.316437 0.05 1.71 -0.37
C -3.777052 1.354986 -1.083985 -0.18 -0.50 0.05
C -6.013829 -1.160585 -2.157935 -0.61 -0.06 -0.48
C 13.189252 -5.046216 2.297013 -0.14 0.00 0.04
C 11.661426 -3.008358 4.429309 0.33 0.19 0.15
C -4.848672 -0.598666 -4.283908 -0.61 -0.04 -0.03
C 12.442118 1.744011 -0.497900 0.22 -0.17 0.34
C -5.608525 1.333344 -2.794193 0.34 -0.87 0.05
C 6.004398 -0.996074 -3.316699 0.14 0.42 -0.02
C -0.259659 0.768214 -1.650147 1.71 -2.38 -0.19
C 11.842418 -1.004302 -1.067318 -0.30 -0.01 0.12
B -2.269513 -0.456474 -0.429329 -0.32 -1.21 -0.22
H -13.160330 5.159283 3.550697 0.04 0.02 0.05
H -10.714718 -0.530198 2.880661 -0.02 0.06 -0.02
H -10.866305 4.267274 3.849898 -0.01 -0.10 0.03
H 13.154813 2.409566 -0.017169 0.01 0.11 -0.15
H 5.293324 -0.174622 -3.290644 -0.12 -0.13 0.03
H -10.566494 4.327826 2.129478 -0.03 -0.01 -0.04
H -4.675063 3.539141 -0.640387 0.23 0.27 -0.17
H -12.926496 5.254863 1.812426 0.06 0.04 -0.03
H 12.731360 -5.237711 1.327051 0.05 0.01 -0.04
H 11.660703 2.340428 -0.965813 -0.03 -0.01 -0.01
H -9.555182 0.364715 0.883393 0.05 0.02 -0.04
H -6.463975 -2.049235 -2.599393 0.01 -0.26 -0.09
H 3.602410 -1.510391 -2.048155 -0.06 0.08 -0.04
H -5.863860 0.938736 -0.639550 0.05 -0.53 0.00
H 14.041552 -5.714666 2.421670 0.01 0.01 -0.01
H -4.742670 1.693094 -3.347262 0.14 0.21 -0.16
H 12.062456 -0.856233 -0.009770 -0.01 0.02 -0.01
H -6.725638 -0.814270 -1.415322 0.03 0.00 0.40
H 12.448491 -5.287488 3.059388 0.05 -0.01 0.05
H -11.958990 6.278130 2.881454 0.01 0.00 0.01
H 12.003380 1.118358 0.275629 -0.14 0.01 -0.10
H -5.222571 -1.523657 -4.715945 0.14 -0.33 -0.10
H -1.163733 1.514132 0.122209 -0.26 0.23 -0.15
H -6.831482 -0.117502 -3.790841 -0.26 0.12 -0.09
H -1.731114 -1.677954 -1.882319 0.13 -0.15 -0.22
H 14.358702 -3.390026 1.603667 -0.05 0.09 -0.04
H 10.210523 -0.880710 -2.460626 -0.04 -0.11 0.00
H 12.613420 -3.444066 4.724243 -0.05 -0.12 -0.08
H -6.230602 3.036830 -0.073794 -0.15 0.06 0.18
H -0.201445 0.073530 0.270880 0.07 -0.42 0.07
H 4.798611 0.180034 0.204906 0.12 -0.05 0.04
H -7.849051 -2.497458 2.160742 -0.04 0.07 0.13
H -2.667524 -0.627113 0.716369 0.15 0.33 0.15
H -4.775261 0.111564 -5.103169 0.30 0.18 -0.10
H 11.378784 -2.290906 5.194865 -0.17 0.01 -0.06
H 6.771043 -0.743535 -4.045189 0.06 -0.17 0.00
H -13.142301 3.393987 0.141225 -0.01 0.02 0.01
H -9.159677 -0.920603 3.633292 0.01 -0.06 -0.06
H 9.731578 -1.307752 -0.817144 -0.06 -0.06 0.02
H -11.824574 2.355125 -0.424917 -0.15 -0.08 0.00
H 2.694016 -0.473701 -0.949459 -0.04 -0.02 -0.05
H 14.121769 -3.376206 3.336988 -0.05 -0.01 0.04
H 12.045614 -2.051885 -1.283668 0.14 0.03 -0.09
H -3.891769 -0.781126 -3.812026 0.29 0.12 0.04
H -11.445959 3.874183 0.361950 -0.12 0.07 0.04
H -3.254650 2.026603 -1.771826 -0.01 0.31 -0.05
H -6.083780 3.547904 -1.734121 0.07 0.22 -0.22
H -9.581531 0.755443 3.324902 -0.07 0.03 -0.04
H -6.848233 -1.970126 3.531596 -0.02 0.01 0.02
H 10.904732 -3.789866 4.380536 0.00 -0.02 -0.01
H 10.164999 0.355747 -1.214455 -0.02 -0.03 0.08
H -9.122188 -1.314675 1.103343 0.03 -0.02 0.03
H -3.555792 1.714237 -0.074995 0.11 -0.22 0.30
H 5.494868 -1.902788 -3.638191 -0.04 -0.01 0.01
H -6.429738 1.970703 -3.106472 -0.36 0.06 0.12
H 3.553941 -1.896209 -0.336364 0.00 0.04 0.07
H 4.887929 0.620266 -1.484006 0.03 -0.04 -0.04
H -5.066919 -1.436901 -1.716959 0.20 0.20 0.29
H -6.109833 -2.727461 2.109921 0.13 0.10 0.08
```
Forces are in eV/Å.

Spin multiplicity: 1
Charge: -1
Max |F| (eV Å⁻¹): 2.94
Orbital gap (eV): 6.40
Electronic energy (Eh): -4717.5076